No. 1
Computed, not measured: a cluster of 17 separate species, C47H102O47 in total, with the ωB97M-V functional and the def2-TZVPD basis.

Output
- M (g mol⁻¹) = 1419.29
- HOMO-LUMO gap (eV) = 9.505
- F_max (hartree/bohr) = 0.06947
- LUMO energy (eV) = 0.27
- total charge = 0

Structure (XYZ):
```
196
C47H102O47 the ωB97M-V functional and the def2-TZVPD basis
C -1.86 -4.54 -2.25
C -1.75 -3.97 -3.75
O -2.99 -4.06 -4.40
O -1.86 -5.94 -2.31
H -2.78 -4.15 -1.83
H -1.01 -4.27 -1.64
H -1.01 -4.56 -4.28
H -1.33 -2.95 -3.80
H -3.09 -3.48 -5.16
H -2.72 -6.22 -2.56
C -4.42 2.16 1.56
C -5.89 2.45 1.27
O -6.59 1.69 2.24
O -4.21 0.76 1.51
H -4.11 2.55 2.53
H -3.76 2.62 0.80
H -6.10 2.10 0.24
H -5.97 3.52 1.33
H -7.56 1.72 2.15
H -4.91 0.28 1.96
C 1.43 -7.14 -0.59
C 1.88 -5.85 -1.25
O 1.78 -4.71 -0.37
O 0.06 -7.18 -0.26
H 2.01 -7.28 0.31
H 1.67 -8.01 -1.24
H 1.36 -5.70 -2.18
H 2.90 -5.87 -1.60
H 0.85 -4.53 -0.13
H -0.44 -6.92 -1.00
C 3.50 -3.55 -4.76
C 3.61 -2.16 -5.36
O 4.74 -1.45 -4.96
O 3.17 -3.56 -3.35
H 4.46 -4.06 -4.84
H 2.73 -4.16 -5.26
H 2.73 -1.54 -5.11
H 3.50 -2.15 -6.44
H 4.76 -1.36 -4.03
H 3.88 -3.17 -2.86
C -0.51 6.01 -1.45
O -1.29 5.40 -0.38
C -1.19 6.09 0.74
O -0.33 6.96 0.94
O -2.09 5.76 1.68
C -1.92 6.37 2.96
H -0.54 5.36 -2.32
H 0.47 6.22 -1.09
H -0.92 7.00 -1.72
H -2.92 6.65 3.34
H -1.40 7.31 2.88
H -1.47 5.67 3.67
C -2.83 -2.10 2.92
O -1.76 -2.34 1.98
C -1.81 -3.56 1.39
O -0.96 -3.89 0.59
O -2.78 -4.33 1.88
C -2.83 -5.67 1.30
H -2.91 -3.01 3.47
H -3.75 -1.86 2.37
H -2.45 -1.20 3.41
H -1.92 -6.13 1.65
H -2.80 -5.69 0.21
H -3.78 -6.05 1.73
C 2.25 5.41 4.93
O 1.20 4.54 4.41
C 0.80 3.52 5.17
O 1.47 3.10 6.12
O -0.24 2.94 4.62
C -0.71 1.81 5.31
H 3.05 4.76 5.24
H 1.87 5.99 5.74
H 2.55 6.00 4.08
H -1.58 1.52 4.73
H -0.99 2.14 6.34
H 0.02 1.01 5.39
C -5.66 -2.16 -3.63
O -5.02 -2.12 -2.32
C -3.82 -1.67 -2.40
O -3.38 -1.09 -3.38
O -3.19 -1.74 -1.27
C -1.99 -0.97 -1.13
H -5.27 -1.36 -4.25
H -6.71 -2.11 -3.37
H -5.36 -3.13 -4.01
H -1.47 -1.43 -0.27
H -2.30 0.08 -1.01
H -1.33 -1.06 -2.01
C -4.68 1.17 5.39
O -4.01 2.38 5.91
C -4.44 2.65 7.14
O -5.26 1.93 7.74
O -3.93 3.74 7.66
C -4.50 4.11 8.93
H -3.90 0.66 4.81
H -5.51 1.56 4.84
H -5.06 0.58 6.21
H -3.71 4.09 9.69
H -5.25 3.33 9.14
H -4.92 5.09 8.71
C 5.80 4.08 -1.67
O 4.91 3.45 -0.71
C 3.80 4.12 -0.57
O 3.55 5.11 -1.22
O 3.10 3.62 0.45
C 1.77 4.25 0.55
H 5.40 4.13 -2.69
H 6.61 3.34 -1.68
H 6.06 5.07 -1.30
H 1.62 4.61 1.59
H 1.02 3.50 0.25
H 1.77 5.08 -0.18
C 3.03 1.82 2.99
O 2.24 0.71 3.54
C 2.29 -0.36 2.76
O 2.75 -0.43 1.66
O 1.89 -1.38 3.46
C 1.74 -2.62 2.73
H 2.69 2.03 2.00
H 4.04 1.47 2.84
H 2.94 2.62 3.73
H 2.66 -2.79 2.15
H 0.82 -2.59 2.14
H 1.56 -3.40 3.47
C 1.87 4.89 -4.07
O 0.64 4.76 -4.86
C -0.11 3.63 -4.73
O -1.08 3.41 -5.42
O 0.44 2.77 -3.88
C -0.26 1.56 -3.69
H 1.60 5.10 -3.04
H 2.44 5.73 -4.46
H 2.40 3.96 -4.18
H 0.37 0.69 -3.80
H -1.11 1.49 -4.36
H -0.65 1.52 -2.67
C 0.66 -2.48 -8.89
O 0.77 -2.29 -7.49
C -0.22 -1.80 -6.78
O -0.07 -1.51 -5.62
O -1.33 -1.52 -7.55
C -2.47 -0.90 -6.88
H 1.30 -3.34 -9.04
H 0.95 -1.59 -9.43
H -0.37 -2.69 -9.10
H -2.10 -0.18 -6.12
H -3.11 -1.66 -6.34
H -3.01 -0.49 -7.72
C 2.55 1.09 -6.11
O 2.76 1.21 -4.70
C 3.78 1.97 -4.38
O 4.52 2.52 -5.18
O 3.88 2.19 -3.10
C 3.03 1.43 -2.16
H 1.87 0.25 -6.25
H 3.51 0.94 -6.56
H 2.19 2.06 -6.47
H 3.54 1.60 -1.20
H 3.08 0.43 -2.51
H 2.05 1.90 -2.17
C -2.96 -2.61 8.13
O -1.74 -2.67 7.38
C -1.76 -1.78 6.38
O -2.67 -1.10 6.04
O -0.59 -1.79 5.77
C 0.48 -2.78 6.08
H -3.79 -2.92 7.48
H -3.04 -1.56 8.40
H -2.83 -3.24 9.01
H 1.38 -2.38 5.68
H 0.20 -3.76 5.57
H 0.47 -2.94 7.16
C -0.52 0.52 1.67
O 0.15 -0.35 0.72
C 0.59 0.30 -0.37
O 0.36 1.50 -0.54
O 1.16 -0.49 -1.27
C 1.46 -1.84 -0.94
H -0.45 0.02 2.66
H -1.52 0.75 1.31
H 0.04 1.47 1.60
H 0.64 -2.35 -0.39
H 2.27 -1.76 -0.21
H 1.69 -2.43 -1.84
C 4.51 -3.34 -0.11
O 5.05 -2.03 0.09
C 5.13 -1.25 -0.99
O 4.89 -1.56 -2.17
O 5.41 -0.01 -0.70
C 5.82 0.32 0.68
H 5.19 -4.04 -0.62
H 3.56 -3.24 -0.62
H 4.33 -3.76 0.87
H 5.67 1.41 0.64
H 6.89 0.12 0.89
H 5.18 -0.14 1.45
```

Mulliken atomic charge list, values in e, 99 entries:
1 C -0.456
2 C 0.123
3 O -0.658
4 O -0.530
5 H 0.575
6 H -0.163
7 H 0.545
8 H -0.179
9 H 0.254
10 H 0.384
11 C 0.018
12 C -0.598
13 O -0.478
14 O -0.413
15 H 0.011
16 H 0.202
17 H 0.301
18 H 0.416
19 H 0.271
20 H 0.316
21 C -0.833
22 C -0.428
23 O -0.106
24 O -0.459
25 H 0.342
26 H 0.349
27 H 0.310
28 H 0.495
29 H 0.132
30 H 0.270
31 C -0.792
32 C 0.131
33 O -0.624
34 O -0.184
35 H 0.305
36 H 0.289
37 H -0.236
38 H 0.456
39 H 0.620
40 H 0.086
41 C -0.607
42 O -0.228
43 C 0.933
44 O -0.652
45 O -0.300
46 C -0.596
47 H -0.010
48 H 0.352
49 H 0.455
50 H 0.256
51 H 0.370
52 H 0.095
53 C -0.649
54 O 0.502
55 C 0.119
56 O -0.411
57 O -0.401
58 C -0.563
59 H 0.595
60 H 0.018
61 H -0.037
62 H 0.356
63 H 0.056
64 H 0.239
65 C -0.932
66 O 0.085
67 C 0.377
68 O -0.645
69 O 0.213
70 C -0.723
71 H 0.393
72 H 0.314
73 H 0.256
74 H -0.159
75 H 0.484
76 H 0.361
77 C -0.780
78 O -0.373
79 C 0.572
80 O -0.484
81 O -0.045
82 C 0.777
83 H 0.334
84 H 0.267
85 H 0.251
86 H -0.936
87 H 0.372
88 H -0.030
89 C -0.212
90 O -0.130
91 C 0.763
92 O -0.667
93 O -0.259
94 C -0.695
95 H -0.310
96 H 0.339
97 H 0.353
98 H 0.228
99 H 0.353



No. 2
Computed, not measured: a cluster of 11 separate species, C47H106O37P4 in total, with the ωB97M-V functional and the def2-TZVPD basis.

Output
- M (g mol⁻¹) = 1387.22
- SMILES = CCOP(=O)(OCC)OCC.CCOP(=O)(OCC)OCC.CCOP(=O)(OCC)OCC.CCOP(=O)(OCC)OCC.CCOC(=O)OC.CCOC(=O)OC.COC(=O)OC.COC(=O)OC.COC(=O)OC.COC(=O)OC.COC(=O)OC
- HOMO-LUMO gap (eV) = 10.461
- F_max (hartree/bohr) = 0.06828
- LUMO energy (eV) = 0.48
- total charge = 0

Structure (XYZ):
```
194
C47H106O37P4 the ωB97M-V functional and the def2-TZVPD basis
C 3.44 -6.46 2.17
C 3.12 -5.06 1.63
O 2.27 -4.42 2.54
P 1.34 -3.20 2.42
O 1.93 -2.04 1.75
O 0.23 -3.88 1.51
C -0.74 -3.08 0.93
C -1.29 -3.83 -0.24
O 0.62 -3.04 3.78
C 0.67 -1.87 4.56
C -0.53 -1.02 4.17
H 2.57 -6.99 2.49
H 3.80 -7.09 1.38
H 4.17 -6.54 2.94
H 4.05 -4.51 1.45
H 2.66 -5.18 0.60
H -1.57 -2.81 1.59
H -0.34 -2.13 0.55
H -0.45 -4.00 -0.97
H -1.63 -4.87 0.07
H -2.09 -3.44 -0.81
H 0.68 -2.18 5.60
H 1.57 -1.26 4.46
H -0.34 -0.68 3.16
H -1.40 -1.67 4.19
H -0.70 -0.20 4.87
C 5.01 -2.53 -1.20
C 3.60 -2.79 -1.80
O 3.71 -3.76 -2.82
P 3.92 -5.34 -2.63
O 3.91 -5.81 -1.25
O 2.78 -5.95 -3.55
C 1.46 -6.14 -3.04
C 1.26 -7.56 -2.54
O 5.24 -5.71 -3.38
C 5.37 -5.22 -4.74
C 5.79 -6.42 -5.62
H 4.85 -1.86 -0.35
H 5.40 -3.48 -0.79
H 5.70 -2.15 -1.91
H 2.90 -3.17 -1.07
H 3.21 -1.87 -2.31
H 1.18 -5.41 -2.34
H 0.87 -5.91 -3.93
H 1.99 -7.58 -1.70
H 0.30 -7.74 -2.14
H 1.58 -8.40 -3.27
H 4.38 -4.97 -5.13
H 6.06 -4.39 -4.92
H 6.65 -6.92 -5.23
H 4.97 -7.15 -5.65
H 6.09 -6.11 -6.65
C -0.66 -2.20 -7.18
C -1.20 -0.89 -7.62
O -0.79 0.27 -6.80
P -1.82 1.43 -6.87
O -3.20 1.03 -6.40
O -1.72 1.94 -8.33
C -2.82 2.73 -8.85
C -2.87 4.09 -8.21
O -1.18 2.65 -6.09
C -1.70 3.21 -4.86
C -1.05 4.60 -4.56
H -0.71 -2.28 -6.07
H -1.15 -3.02 -7.70
H 0.41 -2.22 -7.38
H -0.87 -0.56 -8.61
H -2.28 -0.88 -7.70
H -2.67 2.80 -9.92
H -3.76 2.20 -8.73
H -3.63 4.71 -8.64
H -3.20 3.99 -7.16
H -1.95 4.57 -8.39
H -2.73 3.27 -4.91
H -1.46 2.45 -4.06
H -1.32 5.23 -5.39
H -1.56 5.03 -3.71
H 0.02 4.63 -4.43
C 4.42 0.61 2.94
C 2.98 0.81 2.74
O 2.18 0.97 3.96
P 1.86 2.31 4.68
O 0.51 2.39 5.22
O 3.06 2.32 5.73
C 3.01 3.24 6.91
C 4.23 2.83 7.69
O 2.21 3.48 3.68
C 1.16 4.40 3.22
C 1.75 5.85 3.19
H 4.50 -0.32 3.51
H 4.78 0.44 1.93
H 4.95 1.47 3.37
H 2.84 1.69 2.16
H 2.51 -0.01 2.24
H 2.92 4.30 6.59
H 2.13 2.97 7.47
H 4.36 1.75 7.78
H 5.10 3.28 7.24
H 4.26 3.21 8.72
H 0.89 4.08 2.20
H 0.25 4.30 3.80
H 1.02 6.57 2.89
H 2.23 6.03 4.20
H 2.66 5.81 2.53
C 5.62 1.82 -0.60
C 5.65 1.08 -1.89
O 4.22 1.09 -2.32
C 3.96 0.40 -3.40
O 4.78 -0.10 -4.11
O 2.62 0.32 -3.63
C 2.26 -0.39 -4.81
H 6.63 2.22 -0.45
H 5.18 1.25 0.23
H 4.98 2.71 -0.85
H 6.10 0.09 -1.90
H 6.16 1.65 -2.65
H 2.75 -0.02 -5.70
H 1.21 -0.24 -4.87
H 2.38 -1.44 -4.83
C -2.85 -0.88 -2.73
C -1.91 -1.39 -3.88
O -1.43 -2.75 -3.64
C -2.02 -3.69 -4.30
O -2.93 -3.61 -5.07
O -1.34 -4.83 -4.09
C -2.12 -5.98 -4.50
H -3.09 0.14 -2.84
H -2.41 -1.08 -1.73
H -3.76 -1.44 -2.78
H -0.96 -0.80 -4.02
H -2.55 -1.46 -4.73
H -2.31 -5.91 -5.55
H -3.05 -6.13 -3.93
H -1.48 -6.85 -4.31
C -4.59 -1.59 4.55
O -4.79 -0.49 3.70
C -4.54 -0.69 2.43
O -4.19 -1.77 2.02
O -4.88 0.35 1.71
C -4.71 0.19 0.24
H -5.21 -2.38 4.20
H -5.04 -1.31 5.49
H -3.57 -1.89 4.72
H -5.25 -0.67 -0.04
H -3.65 0.16 -0.03
H -5.22 1.05 -0.14
C -2.18 5.22 -1.11
O -3.25 4.25 -0.97
C -4.32 4.64 -0.29
O -4.50 5.71 0.15
O -5.08 3.54 -0.15
C -6.17 3.76 0.81
H -1.96 5.63 -0.13
H -2.43 6.03 -1.83
H -1.34 4.61 -1.35
H -5.77 4.05 1.80
H -6.69 2.79 0.74
H -6.93 4.53 0.55
C -1.52 -1.08 9.38
O -1.83 -0.15 8.33
C -2.13 -0.67 7.09
O -2.08 -1.82 6.76
O -2.55 0.31 6.27
C -2.34 1.72 6.50
H -1.85 -2.08 9.19
H -1.81 -0.61 10.27
H -0.43 -1.08 9.39
H -1.33 2.08 6.34
H -2.58 2.01 7.58
H -2.96 2.17 5.72
C -2.34 2.40 2.09
O -1.38 1.31 1.86
C -0.80 1.42 0.66
O -0.92 2.36 -0.05
O -0.10 0.30 0.50
C 0.48 0.07 -0.80
H -1.84 3.30 2.52
H -3.07 1.99 2.77
H -2.71 2.60 1.11
H -0.08 0.64 -1.55
H 0.57 -1.03 -0.91
H 1.48 0.46 -0.72
C -4.76 6.53 3.77
O -3.64 6.62 4.65
C -2.45 6.28 4.09
O -2.27 6.14 2.92
O -1.49 6.16 4.97
C -1.77 6.18 6.37
H -4.72 7.44 3.15
H -5.65 6.63 4.46
H -4.78 5.59 3.23
H -1.05 5.47 6.80
H -2.81 5.90 6.57
H -1.67 7.15 6.72
```

Mulliken atomic charge list, values in e, 99 entries:
1 C -1.653
2 C 0.841
3 O -0.363
4 P 0.027
5 O 0.056
6 O -0.147
7 C 1.094
8 C -1.539
9 O -0.446
10 C -0.283
11 C 0.625
12 H 0.433
13 H 0.437
14 H 0.334
15 H 0.089
16 H -0.222
17 H 0.166
18 H -0.747
19 H 0.043
20 H 0.416
21 H 0.473
22 H 0.434
23 H 0.039
24 H -0.540
25 H 0.200
26 H -0.250
27 C -1.210
28 C 1.263
29 O 0.400
30 P 0.074
31 O -0.682
32 O -0.371
33 C 0.385
34 C -1.310
35 O -0.330
36 C -0.062
37 C -1.256
38 H 0.122
39 H 0.431
40 H 0.316
41 H 0.029
42 H -0.718
43 H 0.057
44 H 0.247
45 H 0.244
46 H 0.474
47 H 0.263
48 H 0.175
49 H 0.347
50 H 0.313
51 H 0.263
52 H 0.369
53 C -0.622
54 C -0.763
55 O -0.208
56 P 1.220
57 O -0.781
58 O -0.455
59 C -0.484
60 C -0.889
61 O -0.306
62 C 0.145
63 C -0.919
64 H -0.200
65 H 0.382
66 H 0.358
67 H 0.437
68 H 0.508
69 H 0.380
70 H 0.296
71 H 0.473
72 H 0.149
73 H 0.264
74 H 0.511
75 H -0.073
76 H 0.354
77 H 0.065
78 H 0.312
79 C -1.292
80 C 0.928
81 O 0.342
82 P -0.038
83 O -0.266
84 O -0.285
85 C -0.020
86 C -1.310
87 O -0.290
88 C 0.532
89 C -1.412
90 H 0.391
91 H 0.056
92 H 0.222
93 H 0.532
94 H -0.431
95 H 0.238
96 H 0.178
97 H 0.299
98 H 0.317
99 H 0.407



What is the formula in the first record?
C47H102O47



Which of these has the lowest LUMO energy?
C47H102O47



Look up the M of the second one.
1387.22 g mol⁻¹